{
  "formula": "C4H5O4S",
  "method": "ωB97M-V/def2-TZVPD",
  "species": ["C", "C", "C", "C", "O", "O", "O", "O", "S", "H", "H", "H", "H", "H"],
  "positions_angstrom": [[2.713084, -0.547859, 0.062360], [0.144940, -0.300169, 0.243714], [-0.875949, 0.652080, -0.353643], [1.564761, 0.281122, 0.198256], [2.305476, -0.006544, -1.064936], [3.649717, -1.094915, 0.501688], [-3.032860, -0.152814, 1.247692], [-3.180986, -1.205675, -1.014225], [-3.051509, 0.049120, -0.195381], [-0.030991, -0.386923, 1.248025], [-0.002782, -1.198550, -0.321215], [-1.125111, 1.547772, 0.284364], [-0.617939, 0.974210, -1.278312], [1.540151, 1.389143, 0.441611]],
  "forces_ev_per_a": [[-0.270, 2.044, 0.357], [0.175, 2.079, -2.214], [-2.594, 0.146, 3.587], [-2.702, 0.838, 0.061], [0.510, -0.379, -1.320], [1.489, -1.593, 0.357], [-0.201, -0.388, 1.126], [0.155, 1.022, 0.898], [1.831, -0.533, -2.057], [-0.857, -0.848, 2.669], [0.612, -1.011, 0.084], [0.658, -0.729, -0.387], [0.619, 0.827, -3.187], [0.576, -1.475, 0.026]],
  "total_energy_ha": -854.5311,
  "lumo_energy_ev": 3.38,
  "spin_multiplicity": 1,
  "de_lowest_kcal_mol": 78.25,
  "charge": -1,
  "orbital_gap_ha": 0.24261,
  "molar_mass_g_mol": 149.15
}



{
  "formula": "H11O5",
  "method": "ωB97M-V/def2-TZVPD",
  "species": ["O", "H", "H", "O", "H", "H", "O", "H", "H", "O", "H", "H", "O", "H", "H", "H"],
  "positions_angstrom": [[-1.442102, -2.955297, -0.848440], [-1.280379, -3.699144, -1.447497], [-2.340499, -3.168170, -0.576742], [2.765201, 0.418161, -1.267383], [2.706065, 1.221711, -1.797974], [2.910499, 0.602845, -0.333549], [0.249956, 0.789895, 1.271236], [0.243560, 0.264691, 2.083688], [-0.573588, 1.568784, 1.390816], [-1.739265, 2.119927, 1.389743], [-1.506765, 3.028600, 1.116602], [-2.696406, 2.025730, 1.373643], [0.452501, -0.527840, -0.861097], [0.597875, -1.486843, -0.806392], [1.358340, 0.041399, -0.822261], [0.295004, -0.244449, 0.135608]],
  "forces_ev_per_a": [[0.003, -0.525, -0.335], [0.325, 0.233, 0.010], [-0.133, 0.348, 0.325], [-0.758, -0.506, 0.327], [0.269, 0.250, 0.342], [0.813, 0.768, -0.028], [-0.632, 0.665, 0.249], [0.045, 0.351, 0.032], [1.705, -3.196, -0.323], [-0.256, 2.162, -0.225], [-0.652, -0.302, 0.205], [-0.032, -0.224, 0.011], [0.771, 0.921, 1.797], [0.113, -0.166, -0.476], [-0.291, -1.484, -1.952], [-1.290, 0.706, 0.039]],
  "total_energy_ha": -382.5141,
  "lumo_energy_ev": -3.12,
  "spin_multiplicity": 1,
  "de_lowest_kcal_mol": 40.15,
  "charge": 1,
  "orbital_gap_ha": 0.43624,
  "molar_mass_g_mol": 91.08
}



{
  "formula": "C58H123Br2N14O2",
  "method": "ωB97M-V/def2-TZVPD",
  "species": ["C", "C", "N", "C", "C", "N", "C", "C", "H", "H", "H", "H", "H", "H", "H", "H", "H", "H", "H", "C", "C", "N", "C", "C", "N", "C", "C", "H", "H", "H", "H", "H", "H", "H", "H", "H", "H", "H", "C", "C", "N", "C", "C", "N", "C", "C", "H", "H", "H", "H", "H", "H", "H", "H", "H", "H", "H", "C", "C", "N", "C", "C", "N", "C", "C", "H", "H", "H", "H", "H", "H", "H", "H", "H", "H", "H", "C", "C", "N", "C", "C", "N", "C", "C", "H", "H", "H", "H", "H", "H", "H", "H", "H", "H", "H", "C", "C", "C", "C", "N", "C", "C", "C", "C", "C", "H", "H", "H", "H", "H", "H", "H", "H", "H", "H", "H", "H", "H", "H", "H", "H", "H", "H", "H", "H", "C", "C", "C", "C", "N", "C", "C", "C", "C", "C", "H", "H", "H", "H", "H", "H", "H", "H", "H", "H", "H", "H", "H", "H", "H", "H", "H", "H", "H", "H", "C", "N", "C", "C", "C", "C", "O", "H", "H", "H", "H", "H", "H", "H", "H", "H", "H", "H", "H", "H", "H", "C", "N", "C", "C", "C", "C", "O", "H", "H", "H", "H", "H", "H", "H", "H", "H", "H", "H", "H", "H", "H", "Br", "Br"],
  "positions_angstrom": [[0.955082, 3.410475, 3.832000], [-0.301401, 3.993528, 3.176841], [-0.254571, 5.488600, 3.156997], [0.412817, 6.195441, 2.173410], [0.476035, 7.499249, 2.580800], [-0.260407, 7.585387, 3.724957], [-0.678223, 6.342381, 4.116094], [-0.588803, 8.848964, 4.383530], [0.872384, 2.324161, 3.748079], [1.186975, 3.666594, 4.862932], [1.854950, 3.557906, 3.230116], [-1.144246, 3.712718, 3.809988], [-0.606214, 3.614623, 2.203086], [0.796897, 5.614992, 1.350746], [1.003104, 8.303525, 2.091753], [-1.145999, 6.040489, 5.039685], [-1.104098, 9.527384, 3.704427], [0.287277, 9.394253, 4.733662], [-1.230579, 8.672406, 5.244825], [5.244999, 0.311250, 5.255425], [4.814603, -1.127998, 5.620332], [4.272745, -1.853472, 4.518109], [5.001495, -2.246266, 3.405622], [4.098274, -2.892834, 2.615431], [2.830842, -2.907616, 3.179365], [2.960592, -2.152078, 4.328108], [1.613681, -3.449851, 2.642073], [5.598837, 0.786847, 6.169394], [4.349181, 0.881789, 5.004637], [5.984534, 0.275181, 4.458949], [4.017311, -1.244174, 6.355925], [5.638293, -1.757063, 5.961387], [6.072205, -2.122242, 3.374633], [4.280911, -3.430308, 1.697570], [2.109129, -1.879465, 4.929873], [1.333508, -4.286772, 3.283129], [1.715418, -3.807882, 1.620238], [0.837755, -2.691653, 2.741717], [-4.643197, 7.953366, 0.110609], [-3.961649, 7.045689, 1.182242], [-3.384840, 5.836343, 0.572060], [-2.173275, 5.751105, -0.127076], [-2.072167, 4.441488, -0.561170], [-3.192235, 3.750105, -0.113627], [-3.971438, 4.641760, 0.537208], [-3.677770, 2.463786, -0.603778], [-3.935459, 8.342243, -0.622556], [-5.147075, 8.795418, 0.583666], [-5.404700, 7.464745, -0.498491], [-4.729876, 6.680583, 1.863108], [-3.251293, 7.644622, 1.749071], [-1.520930, 6.607866, -0.163551], [-1.359458, 3.851532, -1.114347], [-4.954252, 4.408431, 0.918261], [-3.640907, 1.803657, 0.264838], [-3.046423, 2.145009, -1.428981], [-4.711603, 2.590819, -0.919776], [3.156818, -7.935777, -7.506090], [1.938947, -8.268497, -6.576799], [1.616512, -7.079036, -5.731423], [2.396693, -6.533706, -4.734836], [1.690046, -5.493675, -4.195432], [0.476696, -5.451286, -4.832202], [0.453327, -6.366643, -5.786012], [-0.585005, -4.499033, -4.593924], [3.361407, -8.635422, -8.316020], [4.086813, -7.933139, -6.936928], [3.018400, -6.972899, -7.998489], [2.211112, -9.090236, -5.917086], [1.045164, -8.518410, -7.144491], [3.386849, -6.887757, -4.496877], [1.932783, -4.653890, -3.565468], [-0.407372, -6.637864, -6.377762], [-1.456917, -4.963351, -4.135494], [-0.896199, -4.058606, -5.539688], [-0.208671, -3.727230, -3.927975], [-3.205553, -2.287093, -9.312208], [-2.041795, -2.172178, -8.301550], [-1.819786, -0.853421, -7.864457], [-1.403840, 0.234075, -8.599550], [-1.169662, 1.332299, -7.809043], [-1.538719, 0.915485, -6.552862], [-1.849587, -0.420492, -6.572379], [-1.347358, 1.661387, -5.314978], [-3.007297, -1.907593, -10.315686], [-4.030984, -1.682537, -8.939805], [-3.272148, -3.363576, -9.465870], [-1.104242, -2.523864, -8.738620], [-2.171675, -2.779883, -7.405823], [-1.126233, 0.034679, -9.624090], [-0.729438, 2.299261, -7.987921], [-2.123836, -1.026883, -5.718789], [-0.460906, 2.298496, -5.329607], [-1.159210, 1.019601, -4.454824], [-2.181950, 2.336244, -5.128350], [5.306153, 0.577287, -1.323695], [4.653376, -0.422188, -2.307237], [4.517208, 0.203675, -3.709798], [3.680747, 1.498646, -3.858790], [3.944999, 2.280395, -5.143864], [3.315634, 3.624363, -5.101783], [4.124723, 4.468584, -6.059809], [5.601586, 4.063162, -5.755850], [5.440322, 2.606350, -5.186160], [3.505260, 1.577407, -6.457504], [5.434337, 0.165532, -0.322867], [4.613211, 1.399984, -1.127028], [6.220954, 0.994433, -1.741006], [3.684169, -0.780482, -1.956104], [5.261038, -1.312707, -2.467806], [4.262203, -0.507969, -4.498296], [5.547896, 0.391816, -4.019109], [3.910053, 2.181076, -3.040868], [2.599508, 1.351376, -3.811237], [2.248824, 3.532042, -5.304383], [3.491521, 4.016850, -4.099048], [3.982859, 4.256807, -7.120301], [3.933017, 5.540927, -6.044162], [6.073435, 3.990320, -6.733526], [6.121318, 4.759293, -5.102512], [5.967286, 1.905217, -5.829150], [5.820039, 2.623973, -4.166818], [3.751204, 2.182161, -7.325911], [2.462132, 1.271867, -6.405935], [4.143466, 0.694503, -6.456161], [-0.421406, -4.759988, 6.242527], [-1.758437, -4.035548, 5.936036], [-1.793932, -2.490130, 5.838684], [-1.406994, -1.736034, 7.121707], [-1.025294, -0.254455, 7.048377], [0.165631, -0.094705, 6.113753], [0.833342, 1.231148, 6.639713], [0.529697, 1.293116, 8.138100], [-0.527725, 0.214765, 8.395513], [-2.209983, 0.591798, 6.603634], [-0.628775, -5.380963, 7.112594], [0.441875, -4.128203, 6.456082], [-0.154613, -5.426627, 5.423152], [-2.528685, -4.392354, 6.623557], [-2.198554, -4.492349, 5.045995], [-2.839772, -2.229994, 5.667052], [-1.091599, -2.220309, 5.048042], [-0.518636, -2.265874, 7.471591], [-2.120883, -1.713935, 7.945049], [-0.252484, -0.165887, 5.111466], [0.782101, -0.935650, 6.433450], [0.277049, 2.043155, 6.172034], [1.880657, 1.248317, 6.344809], [0.274388, 2.255933, 8.577423], [1.431842, 1.030198, 8.692724], [-1.320300, 0.563826, 9.055454], [-0.120647, -0.691443, 8.843101], [-1.800780, 1.597911, 6.548757], [-3.061185, 0.525905, 7.280035], [-2.604378, 0.235897, 5.648639], [-4.728193, -1.384853, 0.822033], [-5.418858, -2.576889, 1.514247], [-6.909862, -2.345305, 1.686202], [-5.237133, -3.722681, 0.521765], [-4.755077, -2.685739, 2.898778], [-5.071846, -4.001748, 3.612959], [-4.656033, -5.163673, 2.941848], [-4.915403, -0.588272, 1.541786], [-5.343582, -1.242201, -0.063507], [-3.672368, -1.622069, 0.736228], [-7.333573, -3.194747, 2.222655], [-7.475149, -2.358918, 0.755507], [-7.074471, -1.458668, 2.295938], [-5.693105, -4.687605, 0.727337], [-4.152715, -3.794649, 0.451334], [-5.663341, -3.292140, -0.382753], [-5.093587, -1.798873, 3.430044], [-3.683253, -2.756570, 2.707142], [-6.121593, -4.068313, 3.893441], [-4.441810, -4.038391, 4.506200], [-3.705079, -5.137498, 2.802410], [-0.619839, 0.352212, -1.073812], [0.296952, -0.818728, -0.682679], [-0.527629, -1.763154, 0.139443], [0.753633, -1.499268, -1.964379], [1.617297, -0.343601, -0.026013], [1.514471, 0.510113, 1.244174], [1.165786, -0.265882, 2.355777], [-0.894377, 0.935820, -0.192765], [-1.557685, 0.039077, -1.532013], [-0.135268, 1.091171, -1.713946], [0.112424, -2.472764, 0.660866], [-1.235906, -2.263446, -0.521571], [-1.020669, -1.180096, 0.918592], [1.108745, -0.688882, -2.601113], [0.019192, -2.014879, -2.588147], [1.547201, -2.193763, -1.692979], [2.204468, 0.307061, -0.676640], [2.221247, -1.240481, 0.107805], [0.845214, 1.357727, 1.087485], [2.549174, 0.806890, 1.437133], [0.319592, 0.120382, 2.665365], [-2.920652, -2.145920, -3.116437], [-2.067267, 0.913405, 2.837778]],
  "forces_ev_per_a": [[0.507, -0.970, -1.583], [-0.387, 0.746, 1.801], [-0.284, 0.093, 0.075], [0.056, -0.390, 0.932], [-0.231, -1.071, -0.966], [-0.329, -0.774, 1.083], [1.329, 0.617, -1.812], [-0.210, 0.784, 0.619], [-0.363, -0.115, 0.413], [-0.433, 0.346, -0.078], [0.029, 0.630, 0.035], [-0.126, 0.149, -0.025], [0.587, 0.089, -0.157], [0.262, 0.468, -0.089], [-0.321, 0.297, 0.254], [-0.191, 0.346, -0.053], [-0.091, -0.284, -0.156], [0.237, -0.389, -0.065], [0.027, -0.142, -0.089], [-0.969, -0.890, 0.933], [0.302, 0.210, 0.965], [-2.122, -0.338, -2.347], [-1.538, -0.601, 0.659], [0.140, -0.837, -0.911], [2.685, 2.671, 1.555], [0.998, -1.355, -1.257], [-0.786, -0.435, 0.867], [0.538, -0.066, -0.196], [0.090, 0.017, -0.517], [0.024, 0.363, 0.122], [0.344, 0.688, 0.480], [0.178, 0.366, 0.259], [-0.065, -0.068, -0.211], [0.036, 0.018, 0.049], [0.307, -0.016, 0.272], [-0.090, -0.180, -0.243], [0.270, 0.169, 0.075], [0.024, 0.000, -0.296], [0.258, -0.228, -0.087], [-1.668, 0.777, -0.879], [1.103, -0.664, -0.430], [-0.676, -1.237, 0.340], [-0.468, 0.293, 0.612], [-0.419, 2.444, -0.202], [0.373, -0.341, -0.248], [-0.118, -0.026, 0.880], [0.240, 0.110, 0.253], [0.203, -0.005, 0.166], [-0.029, -0.432, 0.341], [0.097, 0.091, 0.144], [0.390, -0.455, -0.099], [0.025, -0.122, -0.267], [0.265, 0.556, -0.083], [0.036, 0.117, 0.099], [0.090, -0.443, -0.359], [-0.131, -0.131, 0.078], [0.119, -0.144, -0.231], [-0.297, 0.094, 0.344], [1.285, 0.319, -0.861], [-1.200, 0.607, 0.203], [-0.248, 0.388, -0.132], [0.059, 0.006, -0.305], [0.225, 0.006, -0.679], [1.168, -1.784, 0.330], [-0.426, 0.312, 0.078], [-0.580, -0.377, 0.208], [-0.081, 0.242, 0.155], [-0.018, 0.090, 0.148], [-0.279, 0.018, 0.067], [0.007, 0.017, 0.098], [-0.066, -0.062, -0.134], [0.277, -0.472, 0.340], [0.112, 0.091, -0.139], [0.113, -0.027, 0.071], [0.044, 0.097, 0.097], [-0.143, -0.003, -0.084], [1.125, 0.054, 0.273], [0.006, -1.528, -1.386], [0.870, 4.098, 3.191], [0.926, -0.103, -1.250], [-0.720, -1.626, -0.220], [0.597, -1.871, 1.080], [-0.334, 0.894, -1.396], [0.133, 0.678, 0.435], [0.552, 0.258, 0.170], [-0.536, -0.868, 0.075], [-1.124, 0.076, 0.188], [-0.036, -0.035, -0.192], [-0.476, 0.012, -0.068], [-0.293, 0.478, -0.143], [-0.287, -0.022, -0.229], [-0.156, 0.107, 0.182], [0.056, -0.043, -0.675], [-0.553, -0.417, -0.226], [-0.162, -0.248, 0.022], [-1.070, -0.305, -0.076], [-0.091, 0.536, -0.432], [0.411, 0.241, -0.910], [0.061, -0.373, -0.222], [0.471, -0.281, -0.401], [-0.211, 0.767, 0.054], [0.812, 0.332, -0.674], [-1.399, -0.787, -0.763], [0.648, 1.489, -0.439], [1.231, -0.656, 1.587], [0.536, -0.287, -0.189], [0.024, 0.255, -0.239], [0.137, -0.141, 0.276], [-0.054, 0.048, 0.159], [0.140, 0.037, 0.267], [-0.640, -0.307, 0.366], [0.048, 0.521, 0.182], [0.188, 0.140, -0.171], [-0.051, -0.332, -0.123], [0.012, 0.053, 0.012], [-0.255, -0.009, 0.080], [-0.535, -0.366, 0.117], [-0.024, -0.043, 0.647], [0.537, 0.279, 0.316], [0.048, -0.257, 0.059], [-0.093, -0.240, 0.345], [-0.069, -0.488, -0.043], [-0.151, 0.152, 0.232], [-0.011, 0.308, 0.082], [-0.235, -0.138, -0.426], [-0.780, -0.004, 0.044], [-0.300, -0.306, 0.416], [-0.578, 0.016, 0.557], [0.684, -0.353, 0.713], [-0.980, -0.521, -0.712], [-0.355, 0.875, 2.066], [-1.416, -0.327, -1.143], [0.968, -0.909, 0.606], [0.210, -0.310, 0.324], [0.428, -0.434, -0.219], [0.543, -0.086, 0.017], [-0.096, 0.197, 0.072], [0.076, 0.002, 0.042], [0.236, 0.371, 0.602], [0.323, 0.536, -0.568], [0.149, 0.211, -0.871], [-0.375, 0.383, -0.274], [0.117, 0.356, 0.430], [-0.369, -0.673, -0.298], [0.549, 0.261, -0.187], [0.208, -0.111, -0.554], [0.448, 0.148, -0.301], [-0.016, 0.256, 0.181], [-0.309, 0.139, -0.613], [-0.038, -0.170, 0.055], [-0.303, -0.148, -0.363], [0.238, 0.228, 0.188], [-0.507, 0.104, -0.159], [0.461, -0.001, 0.532], [0.585, 0.201, -0.125], [-2.085, -0.667, 1.547], [-0.320, -0.101, -0.214], [0.101, -0.477, 0.584], [0.502, 0.798, 0.140], [-0.491, -1.681, -1.268], [0.699, 0.124, 0.887], [-0.599, -0.067, -1.039], [0.437, 0.393, -0.324], [0.759, 0.268, -0.380], [-0.151, 0.160, -0.440], [0.290, -0.034, 0.172], [0.517, 0.485, -0.263], [-0.015, 0.131, -0.285], [-0.087, 0.331, 0.619], [-0.101, -0.444, -0.423], [0.241, -0.372, -0.237], [0.381, -0.064, 0.218], [0.087, 0.757, -0.030], [0.072, -0.352, -0.058], [-0.571, 0.829, 0.581], [0.066, -0.130, 0.141], [0.175, 0.616, 0.712], [-0.202, 0.822, -1.515], [0.235, 0.142, 0.655], [0.324, 0.384, -0.244], [-0.588, 0.559, 0.386], [0.655, -1.321, -0.343], [-1.093, 0.307, 0.542], [0.083, -0.484, 0.417], [0.252, -0.757, -0.183], [0.494, -0.536, -0.273], [0.129, -0.020, -0.389], [-0.033, 0.132, -0.079], [-0.172, 0.039, -0.100], [0.477, -0.136, 0.093], [-0.770, 0.162, 0.890], [0.066, 0.098, -0.108], [-0.533, -0.233, -0.801], [-0.164, -0.045, 0.334], [0.138, 0.114, 0.140], [-0.043, 0.614, -0.349], [-0.177, -0.406, 0.224], [0.655, 0.379, 0.202], [0.478, -0.154, -0.332]],
  "total_energy_ha": -8346.0886,
  "lumo_energy_ev": -12.83,
  "spin_multiplicity": 1,
  "charge": 7,
  "orbital_gap_ha": 0.27216,
  "molar_mass_g_mol": 1208.53
}